# 1
DFT (the ωB97M-V functional and the def2-TZVPD basis) results for 2 unconnected molecules or ions with the total composition C6H15NS at a distorted geometry.

Calculated values
maximum force = 2.736 eV/A
total energy = -690.45072 Ha
E_LUMO = 0.32 eV
highest occupied orbital energy = -6.70 eV
Kohn-Sham gap = 7.02 eV

Last column: Mulliken charge in e.
Geometry (Å):
C 2.6036 0.9784 -0.9504  -1.18
C 1.1562 1.0674 -1.4290  0.85
C 0.7179 0.7665 -2.6755  -0.85
N 0.2354 1.3321 -0.3791  -0.10
H 3.2356 0.8299 -1.8538  0.35
H 2.9216 1.8972 -0.4355  0.34
H 2.7542 0.1247 -0.2801  0.32
H -0.3598 0.6337 -2.9170  0.27
H 1.4790 0.6484 -3.4352  0.27
H 0.7948 1.4182 0.5264  0.43
H -0.1707 0.4207 -0.1033  -0.50
H -0.4844 2.0089 -0.4783  0.36
C -2.7694 -0.1741 0.5972  -0.95
C -1.7981 -1.2650 0.0616  -0.57
C -0.6686 -1.6901 1.0307  -0.66
S 0.4241 -0.4887 1.7649  -0.50
H -3.3989 -0.6424 1.3783  0.35
H -3.4264 0.1918 -0.2054  0.29
H -2.2058 0.6613 1.0516  0.27
H -2.3511 -2.1842 -0.1721  0.41
H -1.3872 -0.9337 -0.9191  0.22
H -0.0944 -2.5044 0.5442  0.30
H -1.1891 -2.1732 1.9064  0.30

# 2
DFT (the ωB97M-V functional and the def2-TZVPD basis) results for 2 unconnected molecules or ions with the total composition C2H7ClOSi at a distorted geometry.

Calculated values
maximum force = 3.507 eV/A
total energy = -905.30291 Ha
E_LUMO = 0.51 eV
highest occupied orbital energy = -8.17 eV
Kohn-Sham gap = 8.68 eV

Last column: Mulliken charge in e.
Geometry (Å):
C -0.6449 1.6405 -1.5044  -0.55
C 0.8951 -1.9392 1.1530  -1.04
O -1.1868 0.4250 -1.0909  -0.15
Si -1.3118 -0.3432 0.3146  0.41
Cl -2.6389 -1.7753 -0.1096  -0.19
H -1.4130 2.1849 -2.0590  0.23
H 0.2043 1.4523 -2.1650  0.23
H -0.3144 2.2440 -0.6587  0.27
H 0.9617 -1.7284 2.2055  0.30
H 0.5692 -2.9324 0.9129  0.29
H 1.7222 -1.5725 0.5734  0.30
H -1.6608 0.5252 1.4216  -0.10

# 3
DFT (the ωB97M-V functional and the def2-TZVPD basis) results for 9 unconnected molecules or ions with the total composition C48H141N21O9P6 at a distorted geometry.

Calculated values
maximum force = 5.557 eV/A
total energy = -5788.57429 Ha
E_LUMO = 0.04 eV
highest occupied orbital energy = -7.91 eV
Kohn-Sham gap = 7.95 eV
SMILES = CN(C)P(=O)(N(C)C)N(C)C.CN(C)P(=O)(N(C)C)N(C)C.CN(C)P(=O)(N(C)C)N(C)C.CN(C)P(=O)(N(C)C)N(C)C.CN(C)P(=O)(N(C)C)N(C)C.CN(C)P(=O)(N(C)C)N(C)C.COC[C@H](C)N.COC[C@H](C)N.COC[C@H](C)N

Last column: Mulliken charge in e.
Geometry (Å):
C -7.9744 36.0069 -32.8566  -1.05
N -9.1704 36.4340 -33.6028  0.24
C -10.1048 37.1319 -32.7732  -1.05
P -9.0647 36.6653 -35.3341  0.24
O -8.4614 35.5886 -36.1105  -0.76
N -10.7264 36.8269 -35.6926  0.22
C -11.4325 38.0942 -35.7645  -0.80
C -11.5955 35.6269 -35.6987  -0.99
N -8.4599 38.3129 -35.4188  0.31
C -7.7571 38.6384 -36.7221  -1.13
C -8.2190 39.2932 -34.3302  -0.90
H -7.5072 36.8293 -32.3150  0.33
H -7.2967 35.4943 -33.5393  0.31
H -8.2207 35.3205 -32.0465  0.34
H -9.6475 37.9995 -32.2973  0.32
H -10.4230 36.4557 -31.9797  0.36
H -11.0144 37.5021 -33.2462  0.24
H -10.9358 38.7946 -36.4360  0.26
H -12.4512 38.0496 -36.1498  0.34
H -11.3926 38.6324 -34.8174  0.23
H -12.5719 35.7401 -36.1696  0.37
H -11.0661 34.8263 -36.2153  0.29
H -11.8735 35.3703 -34.6764  0.32
H -7.8949 37.9607 -37.5646  0.32
H -8.0785 39.6438 -36.9942  0.38
H -6.6832 38.6401 -36.5351  0.38
H -9.1774 39.6034 -33.9139  0.27
H -7.6546 40.1956 -34.5653  0.37
H -7.6218 38.8307 -33.5444  0.23
C -2.0457 22.6961 -37.5121  -1.07
N -1.9086 22.9545 -38.9394  0.23
C -1.9087 24.3795 -39.3679  -1.14
P -1.6112 21.6284 -40.0991  0.52
O -1.7078 20.2790 -39.4804  -0.81
N -2.7198 21.8610 -41.4094  0.21
C -2.5001 21.1992 -42.7190  -1.22
C -4.1481 22.0531 -41.1125  -1.08
N -0.1168 22.1206 -40.8040  0.17
C 0.0237 23.1277 -41.8861  -0.79
C 1.1308 21.7105 -40.1370  -0.95
H -1.6727 23.5553 -36.9547  0.39
H -1.7023 21.7244 -37.1571  0.31
H -3.0858 22.7345 -37.1884  0.33
H -2.2970 25.0913 -38.6394  0.47
H -2.6064 24.5350 -40.1908  0.34
H -0.8819 24.6834 -39.5713  0.28
H -2.7330 21.9714 -43.4521  0.38
H -1.4630 20.8752 -42.8057  0.38
H -3.1617 20.3524 -42.9011  0.31
H -4.6785 21.1022 -41.0627  0.35
H -4.2270 22.4895 -40.1168  0.31
H -4.6819 22.6821 -41.8249  0.32
H 1.0417 23.0216 -42.2609  0.44
H -0.7412 22.8924 -42.6262  0.22
H -0.2766 24.1023 -41.5011  0.17
H 1.2785 22.1363 -39.1445  0.28
H 1.9935 22.0228 -40.7254  0.35
H 1.1383 20.6245 -40.0438  0.31
C -14.4867 32.8685 -44.9622  -0.85
N -13.7072 33.9337 -44.1672  0.05
C -14.3160 34.1769 -42.8390  -0.96
P -13.3182 35.3402 -45.0724  0.40
O -14.4903 36.0855 -45.4166  -0.78
N -12.1644 36.0757 -44.0599  0.23
C -10.9884 35.3601 -43.4262  -0.85
C -12.3757 37.4476 -43.5880  -0.94
N -12.3747 34.7289 -46.4416  0.31
C -12.4405 35.2555 -47.8227  -0.98
C -11.5330 33.5100 -46.2727  -1.23
H -13.8389 32.4300 -45.7213  0.17
H -15.2438 33.3102 -45.6101  0.31
H -14.7765 32.0770 -44.2710  0.39
H -14.7632 33.2973 -42.3759  0.41
H -14.9051 35.0918 -42.9030  0.29
H -13.5042 34.3923 -42.1443  0.23
H -10.4341 34.9292 -44.2600  0.21
H -10.3319 36.0154 -42.8538  0.37
H -11.4725 34.5582 -42.8688  0.32
H -13.0910 37.3448 -42.7720  0.34
H -11.4586 37.8792 -43.1870  0.32
H -12.9007 38.0857 -44.2988  0.28
H -12.8761 34.5693 -48.5490  0.28
H -12.9162 36.2344 -47.7638  0.29
H -11.4264 35.4507 -48.1715  0.33
H -10.5702 33.6502 -46.7642  0.33
H -12.0534 32.6585 -46.7110  0.30
H -11.4250 33.3588 -45.1987  0.43
C -12.5952 26.7761 -36.1032  -1.12
N -12.3961 26.7592 -37.5386  0.37
C -13.3807 27.5141 -38.2671  -1.08
P -11.4596 25.6389 -38.4065  0.49
O -12.3050 24.5370 -38.9738  -0.81
N -10.6366 26.6404 -39.6220  0.12
C -11.0253 26.5819 -41.0006  -1.04
C -10.0099 28.0029 -39.3171  -1.02
N -10.1830 25.1571 -37.3785  0.09
C -10.2076 23.8405 -36.7045  -1.00
C -9.3784 26.1525 -36.6653  -0.96
H -13.6604 26.7672 -35.8724  0.39
H -12.4448 27.8088 -35.7887  0.39
H -12.1007 25.9871 -35.5366  0.25
H -13.1071 27.6985 -39.3060  0.19
H -13.6954 28.4644 -37.8358  0.37
H -14.2886 26.9456 -38.4682  0.37
H -11.2040 25.5678 -41.3581  0.25
H -11.8540 27.2712 -41.1625  0.34
H -10.2416 26.9357 -41.6705  0.38
H -10.4451 28.8556 -39.8382  0.36
H -10.0552 28.1888 -38.2441  0.35
H -8.9574 28.0522 -39.5961  0.30
H -10.4735 23.1333 -37.4902  0.32
H -9.2550 23.5352 -36.2714  0.41
H -10.9552 23.8416 -35.9113  0.30
H -8.8942 25.7789 -35.7630  0.42
H -9.9717 27.0184 -36.3715  0.32
H -8.5774 26.4752 -37.3304  0.24
C -12.2391 27.6136 -28.1724  -1.29
N -10.8232 27.7692 -28.0104  0.32
C -10.1219 26.5023 -28.1540  -1.07
P -10.0423 29.2811 -27.7601  0.45
O -8.6731 29.1562 -27.1519  -0.82
N -10.1216 29.8912 -29.3705  0.27
C -11.3492 30.3240 -30.0226  -0.87
C -9.0936 29.5023 -30.2755  -1.10
N -11.2203 30.2402 -26.9448  0.25
C -10.9510 31.6725 -26.7741  -1.20
C -11.8358 29.6727 -25.7252  -1.14
H -12.6865 26.9161 -27.4643  0.38
H -12.5126 27.2198 -29.1513  0.41
H -12.8579 28.5082 -28.1031  0.38
H -9.7813 26.4635 -29.1887  0.30
H -10.7040 25.6775 -27.7431  0.34
H -9.1912 26.5339 -27.5875  0.30
H -11.0552 30.7600 -30.9773  0.41
H -12.0613 29.5005 -30.0759  0.18
H -11.9017 31.0969 -29.4882  0.25
H -8.1209 29.2998 -29.8273  0.29
H -9.4404 28.5595 -30.6985  0.38
H -8.9530 30.2583 -31.0480  0.35
H -11.8398 32.1644 -26.3791  0.42
H -10.0501 31.8670 -26.1922  0.37
H -10.6495 32.1429 -27.7100  0.37
H -11.5562 30.2410 -24.8380  0.42
H -11.4853 28.6707 -25.4780  0.37
H -12.9114 29.6292 -25.8961  0.30
C -10.8740 15.1298 -34.1983  -1.03
N -10.9744 15.1126 -32.7465  0.16
C -11.8380 16.0988 -32.1878  -0.97
P -9.5387 14.5897 -31.7818  0.47
O -8.7448 13.5373 -32.4455  -0.83
N -8.7607 16.1042 -31.5322  0.38
C -7.6868 16.5075 -32.5025  -1.01
C -9.3350 17.1024 -30.7334  -1.27
N -10.1473 14.2347 -30.2335  0.21
C -11.2034 13.2567 -30.0452  -1.10
C -9.0915 14.2247 -29.1686  -1.06
H -10.5091 16.0806 -34.5868  0.32
H -11.8133 14.7909 -34.6353  0.34
H -10.1485 14.3783 -34.5096  0.34
H -12.7903 16.1836 -32.7113  0.36
H -11.4166 17.0658 -32.4621  0.26
H -11.8933 16.0116 -31.1027  0.27
H -7.1655 15.7136 -33.0373  0.28
H -8.1038 17.2315 -33.2025  0.31
H -6.9807 17.1005 -31.9211  0.35
H -9.7795 17.8684 -31.3689  0.32
H -10.1503 16.7075 -30.1273  0.43
H -8.5920 17.5047 -30.0448  0.33
H -10.7501 12.2733 -29.9209  0.37
H -11.7485 13.4359 -29.1184  0.36
H -11.9023 13.3519 -30.8762  0.35
H -9.3334 13.5831 -28.3212  0.44
H -8.9784 15.2417 -28.7930  0.26
H -8.1131 13.9504 -29.5630  0.34
C -17.5525 22.3007 -35.1794  -0.73
O -17.8720 20.9476 -35.4720  -0.33
C -17.1417 20.3662 -36.4997  -0.78
C -17.4994 20.9832 -37.8386  0.63
C -18.9219 20.8606 -38.4131  -1.39
N -16.6006 20.3042 -38.8053  -0.76
H -16.4969 22.4563 -34.9566  0.32
H -18.1161 22.5573 -34.2824  0.27
H -17.7429 23.0707 -35.9270  0.28
H -16.0630 20.2906 -36.3629  0.34
H -17.4353 19.3249 -36.6324  0.37
H -17.2696 22.0486 -37.8568  0.20
H -19.3296 19.8538 -38.5038  0.32
H -18.9983 21.4260 -39.3419  0.40
H -19.5747 21.3984 -37.7256  0.34
H -15.6890 20.7370 -38.7653  0.24
H -16.9355 20.6448 -39.6953  0.29
C -18.9543 26.5555 -42.7461  -0.75
O -18.0991 26.0202 -43.8334  -0.32
C -17.2109 25.0006 -43.2845  -0.68
C -16.4271 24.2984 -44.4158  0.39
C -17.3680 23.7367 -45.4643  -1.31
N -15.7236 23.0792 -43.9894  -0.70
H -19.5457 25.7979 -42.2320  0.31
H -19.6991 27.2813 -43.0723  0.29
H -18.3510 27.0686 -41.9971  0.29
H -16.4539 25.4143 -42.6182  0.34
H -17.8560 24.3461 -42.6984  0.35
H -15.7465 25.0188 -44.8695  0.25
H -16.9839 23.0964 -46.2584  0.37
H -17.8918 24.5975 -45.8801  0.34
H -18.1895 23.2629 -44.9269  0.31
H -15.2339 22.7768 -44.8194  0.28
H -15.0274 23.4117 -43.3375  0.24
C -17.0283 35.2350 -31.6790  -0.78
O -16.7783 33.8506 -32.0434  -0.27
C -17.8195 33.3897 -32.9718  -0.64
C -17.5054 31.8897 -33.2263  0.23
C -18.5142 31.3884 -34.2918  -1.40
N -17.6519 31.0508 -31.9908  -0.64
H -16.9905 35.9438 -32.5062  0.31
H -16.3469 35.5695 -30.8968  0.27
H -18.0310 35.3612 -31.2707  0.32
H -18.8427 33.5168 -32.6182  0.36
H -17.7499 33.8075 -33.9761  0.31
H -16.4822 31.9734 -33.5928  0.33
H -18.5037 30.3077 -34.4337  0.38
H -18.2620 31.8384 -35.2520  0.39
H -19.5248 31.7573 -34.1167  0.35
H -17.0762 31.2409 -31.1830  0.25
H -18.6320 31.0579 -31.7469  0.23

# 4
DFT (the ωB97M-V functional and the def2-TZVPD basis) results for 2 unconnected molecules or ions with the total composition C4H10S at a distorted geometry.

Calculated values
maximum force = 1.019 eV/A
total energy = -556.53264 Ha
E_LUMO = 1.15 eV
highest occupied orbital energy = -8.47 eV
Kohn-Sham gap = 9.62 eV
SMILES = C=C.CSC

Last column: Mulliken charge in e.
Geometry (Å):
C 2.3238 -1.6255 -1.6147  -0.44
C 2.5887 -0.3365 -1.6906  -0.48
H 1.9102 -2.1232 -0.7406  0.23
H 2.5435 -2.3437 -2.3888  0.23
H 2.2862 0.3741 -0.9316  0.22
H 3.2849 0.1266 -2.3800  0.24
C -2.7266 1.4973 1.5038  -0.85
S -1.6604 1.1923 0.0800  -0.08
C -0.5943 -0.1382 0.6560  -0.37
H -3.6580 1.8567 1.0665  0.30
H -2.3121 2.1682 2.2524  0.28
H -2.9786 0.5626 1.9830  0.29
H -1.0244 -1.1458 0.6504  0.32
H 0.2127 -0.2026 -0.0743  -0.23
H -0.1956 0.1377 1.6285  0.34